## P
The following is a quantum chemistry calculation of the molecule C3H7NOS, from the OMol25 dataset.

## Properties
structure (SMILES)	NC(=S)CCO
LUMO energy	0.0206	Ha

Geometry as ORCA input:
```
! wB97M-V def2-TZVPD RIJCOSX def2/J DEFGRID3
* xyz 0 1
N -0.81 1.50 0.04
C -1.32 0.24 0.16
S -2.93 -0.18 -0.15
C -0.30 -0.79 0.47
C 0.98 -0.69 -0.36
O 1.75 0.41 0.03
H -1.52 2.13 -0.16
H 0.14 1.74 0.32
H -0.84 -1.69 0.24
H -0.04 -0.87 1.54
H 1.52 -1.60 -0.24
H 0.77 -0.62 -1.46
H 2.60 0.43 -0.44
*
```

Löwdin atomic charge list, values in e, 6 entries: 0.11, -0.85, 0.57, -0.21, -0.27, -0.07


## Q
The following is a quantum chemistry calculation of the molecule C3H7NOS, from the OMol25 dataset.

## Properties
structure (SMILES)	CCONC=S
LUMO energy	0.0059	Ha

Geometry as ORCA input:
```
! wB97M-V def2-TZVPD RIJCOSX def2/J DEFGRID3
* xyz 0 1
C -2.56 -1.42 -0.22
C -1.25 -1.15 0.52
O -0.25 -0.93 -0.46
N 0.99 -0.78 -0.11
C 1.62 0.51 -0.06
S 0.96 2.07 0.16
H -2.99 -0.45 -0.80
H -2.48 -2.14 -1.03
H -3.37 -1.54 0.60
H -1.32 -0.35 1.24
H -1.13 -2.08 1.02
H 1.59 -1.44 -0.78
H 2.69 0.22 0.20
*
```

Löwdin atomic charge list, values in e, 6 entries: -0.09, -0.26, -0.17, -0.13, -0.64, 0.53


## R
The following is a quantum chemistry calculation of the molecule C3H7NOS, from the OMol25 dataset.

## Properties
structure (SMILES)	C=NSCOC
LUMO energy	0.0338	Ha

Geometry as ORCA input:
```
! wB97M-V def2-TZVPD RIJCOSX def2/J DEFGRID3
* xyz 0 1
C 0.05 -0.43 -2.62
N 0.42 -0.28 -1.43
S 0.35 1.34 -0.76
C 0.95 0.84 0.85
O -0.06 0.69 1.83
C -0.92 -0.40 1.67
H -0.34 0.27 -3.33
H 0.02 -1.49 -2.96
H 1.56 -0.01 0.61
H 1.54 1.66 1.24
H -1.78 -0.40 2.39
H -1.38 -0.37 0.70
H -0.40 -1.43 1.81
*
```

Löwdin atomic charge list, values in e, 6 entries: -0.19, -0.33, 0.89, -0.52, -0.24, -0.15


## S
The following is a quantum chemistry calculation of the molecule C3H7NOS, from the OMol25 dataset.

## Properties
structure (SMILES)	CO/N=C\SC
LUMO energy	0.0283	Ha

Geometry as ORCA input:
```
! wB97M-V def2-TZVPD RIJCOSX def2/J DEFGRID3
* xyz 0 1
C -1.81 -0.73 -0.73
O -0.60 0.04 -0.52
N -0.90 1.19 0.09
C 0.22 1.71 0.58
S 1.82 1.23 0.31
C 1.88 -0.54 0.35
H -2.42 -1.04 0.07
H -2.56 -0.21 -1.39
H -1.54 -1.55 -1.29
H 0.21 2.52 1.25
H 1.61 -1.05 -0.56
H 2.90 -0.70 0.68
H 1.19 -0.87 1.17
*
```

Löwdin atomic charge list, values in e, 6 entries: -0.06, -0.26, -0.02, -0.50, 0.88, -0.42


Relative energy table, unit kcal/mol: P 0.0; Q 73.3; R 38.6; S 62.9


## P
The following is a quantum chemistry calculation of the molecule C3H7NOS, from the OMol25 dataset.

## Properties
structure (SMILES)	CO/C=N\SC
LUMO energy	0.0344	Ha

Geometry as ORCA input:
```
! wB97M-V def2-TZVPD RIJCOSX def2/J DEFGRID3
* xyz 0 1
C -1.98 -1.09 0.15
O -2.03 0.30 -0.16
C -1.03 1.19 0.03
N 0.23 1.05 0.06
S 0.94 -0.53 -0.12
C 2.69 -0.01 0.08
H -1.50 -1.20 1.14
H -1.52 -1.69 -0.67
H -3.02 -1.37 0.20
H -1.42 2.22 0.10
H 3.01 0.55 -0.75
H 2.72 0.56 1.02
H 3.30 -0.89 0.21
*
```

Löwdin atomic charge list, values in e, 6 entries: -0.13, -0.13, -0.35, -0.25, 0.80, -0.38


## Q
The following is a quantum chemistry calculation of the molecule C3H7NOS, from the OMol25 dataset.

## Properties
structure (SMILES)	COC(=S)CN
LUMO energy	0.0196	Ha

Geometry as ORCA input:
```
! wB97M-V def2-TZVPD RIJCOSX def2/J DEFGRID3
* xyz 0 1
C -2.28 -0.22 -0.95
O -0.90 0.14 -1.17
C -0.05 0.09 -0.17
S -0.14 -0.78 1.20
C 1.22 0.79 -0.47
N 2.28 0.75 0.53
H -2.78 0.24 -0.17
H -2.39 -1.27 -0.60
H -2.69 0.03 -1.94
H 1.60 0.59 -1.58
H 0.94 1.83 -0.59
H 2.31 -0.20 0.76
H 3.17 0.90 0.07
*
```

Löwdin atomic charge list, values in e, 6 entries: -0.07, -0.12, -0.85, 0.77, -0.31, -0.02


## R
The following is a quantum chemistry calculation of the molecule C3H7NOS, from the OMol25 dataset.

## Properties
structure (SMILES)	CSC/C=N\O
LUMO energy	0.0304	Ha

Geometry as ORCA input:
```
! wB97M-V def2-TZVPD RIJCOSX def2/J DEFGRID3
* xyz 0 1
C -1.11 1.32 -0.23
S -1.80 -0.35 -0.18
C -0.49 -1.23 0.49
C 0.78 -1.21 -0.46
N 1.69 -0.42 -0.55
O 1.73 0.64 0.40
H -1.15 1.70 0.94
H 0.08 1.34 -0.51
H -1.77 2.04 -0.98
H -0.89 -2.25 0.76
H -0.25 -0.89 1.58
H 0.79 -1.92 -1.22
H 2.41 1.24 -0.04
*
```

Löwdin atomic charge list, values in e, 6 entries: -0.46, 0.75, -0.56, -0.23, -0.02, -0.12


Relative energy table, unit kcal/mol: P 2.4; Q 0.0; R 49.2


## P
The following is a quantum chemistry calculation of a structure of composition C10H12N2O, from the OMol25 dataset.

## Properties
LUMO energy	0.0138	Ha

Geometry as ORCA input:
```
! wB97M-V def2-TZVPD RIJCOSX def2/J DEFGRID3
* xyz 0 1
C -2.37 -0.33 -1.24
C -1.42 -0.82 -0.27
C -1.75 -1.97 0.45
C -1.06 -2.44 1.62
C -0.05 -1.44 2.08
C 0.42 -0.27 1.36
C 1.88 0.23 1.58
C 2.39 0.97 0.36
C 1.34 1.90 -0.29
C -0.28 -0.10 0.29
H -2.20 -0.34 -2.34
H -3.14 -1.11 -0.63
H -2.51 0.70 -0.79
H -2.68 -2.40 0.46
H -1.19 -3.30 2.13
H 0.28 -1.31 3.37
H 2.07 0.92 2.55
H 2.67 -0.57 1.55
H 2.62 -0.18 -0.26
H 3.50 1.72 0.49
H 1.17 2.82 0.50
H 1.86 2.12 -1.31
N 0.07 1.07 -0.62
N -0.09 0.84 -2.07
O 0.37 1.66 -2.80
*
```

Löwdin atomic charge list, values in e, 6 entries: -0.07, -0.28, -0.07, -0.01, -0.02, -0.22


## Q
The following is a quantum chemistry calculation of the molecule C10H12N2O, from the OMol25 dataset.

## Properties
structure (SMILES)	NC(=O)[C@H]1Cc2ccccc2CN1
LUMO energy	0.0248	Ha

Geometry as ORCA input:
```
! wB97M-V def2-TZVPD RIJCOSX def2/J DEFGRID3
* xyz 0 1
N -3.92 0.29 0.51
C -2.93 -0.43 -0.22
O -3.16 -1.26 -1.00
C -1.56 -0.05 0.37
C -0.57 -1.12 0.15
C 0.76 -0.61 -0.31
C 1.89 -1.50 -0.20
C 3.24 -1.27 -0.07
C 3.56 0.10 0.12
C 2.55 1.03 -0.13
C 1.16 0.63 -0.35
C 0.02 1.69 -0.46
N -1.07 0.92 -0.76
H -3.76 0.59 1.48
H -4.92 0.00 0.63
H -1.44 0.41 1.45
H -0.48 -1.54 1.36
H -1.04 -1.93 -0.55
H 1.50 -2.57 -0.51
H 3.80 -2.13 -0.11
H 4.63 0.43 0.26
H 2.68 2.06 0.10
H 0.45 2.40 -1.09
H 0.34 2.20 0.72
H -1.74 1.67 -1.39
*
```

Löwdin atomic charge list, values in e, 6 entries: 0.12, -0.53, 0.13, -0.23, -0.13, -0.22


Relative energy table, unit kcal/mol: P 109.4; Q 0.0


## P
The following is a quantum chemistry calculation of a cluster of 2 separate species, C2H9NO in total, from the OMol25 dataset.

## Properties
structure (SMILES)	NCO.C
LUMO energy	0.0301	Ha

Geometry as ORCA input:
```
! wB97M-V def2-TZVPD RIJCOSX def2/J DEFGRID3
* xyz 0 1
N 0.47 1.25 -1.70
C -0.66 1.99 -1.26
O -0.49 2.52 0.10
H 1.31 1.82 -2.00
H 0.68 0.46 -1.04
H -0.70 2.88 -1.94
H -1.58 1.40 -1.22
H 0.49 2.58 0.15
C 0.08 -2.99 1.80
H 1.06 -2.77 2.19
H 0.28 -3.20 0.79
H -0.57 -2.13 1.87
H -0.37 -3.80 2.29
*
```

Löwdin atomic charge list, values in e, 6 entries: -0.02, -0.36, -0.12, 0.11, 0.10, 0.12


## Q
The following is a quantum chemistry calculation of a cluster of 2 separate species, C2H9NO in total, from the OMol25 dataset.

## Properties
structure (SMILES)	COC.N
LUMO energy	0.0292	Ha

Geometry as ORCA input:
```
! wB97M-V def2-TZVPD RIJCOSX def2/J DEFGRID3
* xyz 0 1
C 2.55 0.62 -0.28
O 1.80 0.72 0.94
C 0.96 -0.33 1.23
H 3.41 -0.03 -0.11
H 1.92 0.13 -1.03
H 2.82 1.65 -0.47
H -0.03 -0.19 0.77
H 1.22 -1.35 0.89
H 0.79 -0.44 2.30
N -4.09 -0.03 -1.13
H -4.39 -0.91 -0.76
H -3.47 0.42 -0.46
H -3.49 -0.26 -1.89
*
```

Löwdin atomic charge list, values in e, 6 entries: -0.09, -0.24, -0.17, 0.08, 0.08, 0.09


## R
The following is a quantum chemistry calculation of a cluster of 2 separate species, C2H9NO in total, from the OMol25 dataset.

## Properties
structure (SMILES)	COC.N
LUMO energy	0.0371	Ha

Geometry as ORCA input:
```
! wB97M-V def2-TZVPD RIJCOSX def2/J DEFGRID3
* xyz 0 1
C -0.24 0.40 1.62
O -0.56 0.33 0.19
C -1.60 -0.60 -0.25
H 0.80 0.81 1.84
H -0.18 -0.67 2.01
H -1.01 0.78 2.21
H -2.18 -0.22 -1.24
H -2.40 -0.72 0.57
H -1.13 -1.63 -0.43
N 2.21 0.01 -1.38
H 2.81 0.59 -1.96
H 2.06 -0.93 -1.85
H 1.30 0.49 -1.22
*
```

Löwdin atomic charge list, values in e, 6 entries: -0.10, -0.31, -0.12, 0.11, 0.09, 0.04


Relative energy table, unit kcal/mol: P 0.0; Q 8.0; R 19.9